Here is a cluster of 2 separate species, C39H30NO6S in total at a distorted geometry from the Open Molecules 2025 dataset. Energies are from ωB97M-V/def2-TZVPD.

CARTESIAN COORDINATES (ANGSTROEM)
1 C 0.5370 -6.7318 0.0439
2 O 1.5088 -6.2086 -0.8858
3 C 1.5235 -4.8752 -1.1423
4 C 2.4801 -4.4441 -2.0981
5 C 2.5956 -3.1094 -2.3981
6 C 1.8335 -2.1238 -1.6948
7 C 2.0844 -0.7298 -1.8388
8 C 2.0434 0.2081 -0.7846
9 C 2.1154 1.6149 -1.0461
10 C 2.3770 2.5396 -0.0731
11 C 2.5387 3.9680 -0.3934
12 C 1.7227 4.5554 -1.3832
13 C 1.8379 5.9141 -1.6911
14 C 2.8242 6.6970 -1.0764
15 C 3.6706 6.1127 -0.1240
16 C 3.5109 4.7717 0.2325
17 C 2.4370 2.1229 1.3510
18 O 2.5298 2.9524 2.2711
19 C 2.2591 0.6793 1.6239
20 C 2.2447 0.2073 3.0192
21 C 1.3194 -0.7851 3.4117
22 C 1.2695 -1.2287 4.7372
23 C 2.2099 -0.7735 5.6687
24 C 3.1636 0.1754 5.2764
25 C 3.1453 0.6977 3.9819
26 C 2.0635 -0.1966 0.5873
27 C 0.8016 -2.5955 -0.8305
28 C 0.6466 -3.9352 -0.5422
29 H 0.7210 -7.8063 0.0249
30 H 0.7020 -6.3323 1.0536
31 H -0.4887 -6.5120 -0.2818
32 H 3.1023 -5.2107 -2.5580
33 H 3.3167 -2.7855 -3.1468
34 H 2.4218 -0.3710 -2.8114
35 H 2.0016 1.9472 -2.0831
36 H 0.9747 3.9282 -1.8762
37 H 1.1537 6.3552 -2.4182
38 H 2.9363 7.7509 -1.3390
39 H 4.4556 6.6989 0.3557
40 H 4.1436 4.3325 1.0004
41 H 0.6175 -1.1728 2.6681
42 H 0.4938 -1.9395 5.0290
43 H 2.2017 -1.1575 6.6921
44 H 3.9205 0.5242 5.9796
45 H 3.8359 1.4891 3.7013
46 H 1.9893 -1.2614 0.8131
47 H 0.1092 -1.8728 -0.3956
48 H -0.1318 -4.2659 0.1539
49 C -2.2700 3.3028 3.1348
50 C -3.0918 3.7296 2.0872
51 C -3.0938 3.0460 0.8677
52 C -2.2770 1.9237 0.6916
53 S -2.2290 1.0482 -0.8891
54 C -3.5252 -0.0745 -0.8160
55 C -3.9067 -0.9579 -1.8349
56 C -5.0204 -1.8533 -1.5926
57 C -5.4448 -2.7565 -2.5450
58 C -4.7856 -2.8167 -3.7992
59 N -5.1935 -3.7456 -4.7996
60 O -4.5687 -3.7476 -5.8859
61 O -6.1466 -4.5261 -4.5801
62 C -3.7030 -1.9493 -4.0697
63 C -3.2684 -1.0454 -3.1274
64 O -2.4321 2.0642 -1.8996
65 O -0.9602 0.3409 -0.8644
66 C -1.4860 1.4761 1.7540
67 C -1.4495 2.1845 2.9577
68 H -2.2776 3.8319 4.0897
69 H -3.7313 4.6055 2.2136
70 H -3.7254 3.3866 0.0513
71 H -4.0518 -0.0688 0.1361
72 H -5.5219 -1.7899 -0.6193
73 H -6.2792 -3.4365 -2.3743
74 H -3.2284 -2.0232 -5.0463
75 H -2.4364 -0.3942 -3.3944
76 H -0.8879 0.5759 1.6376
77 H -0.7782 1.8520 3.7527

Summary:
**HOMO**: -3.8055 eV
**Total charge**: -1
**Kohn-Sham gap**: 4.76 eV
**E_LUMO**: 0.951 eV

---

Here is a structure of composition C23H25CrNO2S3SbTe2 at a distorted geometry from the Open Molecules 2025 dataset. Energies are from ωB97M-V/def2-TZVPD.

CARTESIAN COORDINATES (ANGSTROEM)
1 Cr 2.1126 1.5803 -0.0829
2 S 4.9755 4.0587 1.4032
3 Sb 4.7115 1.8470 1.6981
4 S 2.1928 1.4202 2.0368
5 S 4.1695 0.9491 -0.5726
6 N 2.1204 2.1213 -2.5715
7 C 1.7117 3.5081 -2.7511
8 C 1.6255 4.1917 -1.3950
9 O 1.2663 5.3332 -1.2726
10 O 1.9082 3.3776 -0.3976
11 H 3.1307 2.0383 -2.5077
12 H 1.8168 1.5173 -3.3250
13 H 0.7036 3.5400 -3.1674
14 H 2.3629 4.1019 -3.3951
15 C 2.0560 -6.7019 -0.2977
16 C 1.8707 -5.2205 -0.5114
17 C 2.4170 -4.2883 0.3599
18 C 2.2115 -2.9168 0.2157
19 C 2.8142 -1.9978 1.2383
20 C 1.4427 -2.4484 -0.8587
21 Te 0.7821 -0.4194 -1.0969
22 C 0.9032 -3.3773 -1.7681
23 C 0.0632 -3.0079 -2.9747
24 C 1.1262 -4.7395 -1.5748
25 H 2.6950 -6.8952 0.5644
26 H 2.5100 -7.1768 -1.1705
27 H 1.0964 -7.1934 -0.1209
28 H 3.0148 -4.6348 1.1977
29 H 3.3472 -2.5699 1.9989
30 H 2.0484 -1.3971 1.7287
31 H 3.5165 -1.3023 0.7769
32 H 0.0665 -1.9424 -3.1806
33 H -0.9765 -3.3125 -2.8259
34 H 0.4362 -3.5256 -3.8611
35 H 0.6937 -5.4413 -2.2849
36 Te -1.0952 2.5449 -0.2797
37 C -3.2124 2.4377 -0.3265
38 C -3.9536 3.5226 0.1338
39 C -5.3438 3.4716 0.1251
40 C -5.9979 2.3407 -0.3457
41 C -5.2603 1.2547 -0.7985
42 C -3.8711 1.3025 -0.7907
43 C -1.2395 1.7066 1.6617
44 C -1.1662 2.5595 2.7570
45 C -1.2411 2.0419 4.0439
46 C -1.3893 0.6747 4.2352
47 C -1.4883 -0.1702 3.1375
48 C -1.4240 0.3452 1.8489
49 H -3.4436 4.4033 0.5029
50 H -5.9141 4.3184 0.4877
51 H -7.0802 2.3057 -0.3605
52 H -5.7659 0.3675 -1.1601
53 H -3.2977 0.4526 -1.1403
54 H -1.0398 3.6228 2.6039
55 H -1.1760 2.7082 4.8951
56 H -1.4290 0.2679 5.2383
57 H -1.6058 -1.2380 3.2799
58 H -1.5087 -0.3163 0.9971

Summary:
**Multiplicity**: 3
**HOMO (alpha / beta)**: -4.4751 / -4.6145 eV
**Total charge**: -1
**Kohn-Sham gap (alpha / beta)**: 5.62 / 6.71 eV
**E_LUMO (alpha / beta)**: 1.142 / 2.091 eV

---

Here is the ion C8H16BrN3 with charge +2 at a distorted geometry from the Open Molecules 2025 dataset. Energies are from ωB97M-V/def2-TZVPD.

CARTESIAN COORDINATES (ANGSTROEM)
1 C 0.1261 -0.9465 -2.6400
2 C -0.1133 -0.7720 -1.3858
3 C -1.4971 -0.8957 -0.8556
4 C -2.0322 0.4527 -0.5255
5 N -0.9222 1.4093 -0.3018
6 C -0.1096 1.1430 0.9118
7 C -0.7947 1.1135 2.2515
8 Br 1.2538 2.8910 0.9452
9 C 0.9438 0.1304 0.6443
10 N 1.9064 0.0351 1.6217
11 N 0.9486 -0.6771 -0.4163
12 C 1.9799 -1.7017 -0.3491
13 H 1.0867 -0.8328 -3.0593
14 H -0.6625 -1.1632 -3.3285
15 H -2.0671 -1.5365 -1.6518
16 H -1.6401 -1.6259 -0.0704
17 H -2.8248 0.9683 -1.2264
18 H -2.6747 0.3687 0.3931
19 H -0.3829 1.3955 -1.1889
20 H -1.1972 2.3946 -0.3662
21 H -1.5840 1.9157 2.4397
22 H 0.0200 0.9985 3.0243
23 H -1.4084 0.2232 2.4214
24 H 2.1285 0.7706 2.3555
25 H 2.6909 -0.5333 1.4201
26 H 2.8797 -1.0421 -0.2813
27 H 2.0891 -2.2819 0.4705
28 H 1.8574 -2.2011 -1.2520

Summary:
**HOMO**: -17.9306 eV
**SMILES**: C=C1CC[NH2+][C@](C)(Br)C(=[NH2+])N1C
**Total charge**: +2
**Kohn-Sham gap**: 8.99 eV
**E_LUMO**: -8.944 eV
**Relative energy (zero: lowest compared OMol25 entry of this formula, charge and spin)**: 0.0 kJ/mol

---

Here is a structure of composition C3H5ErO3 at a distorted geometry from the Open Molecules 2025 dataset. Energies are from ωB97M-V/def2-TZVPD.

CARTESIAN COORDINATES (ANGSTROEM)
1 H 0.4349 -1.3912 -1.6512
2 C 0.6630 -0.6949 0.1335
3 C -0.1937 -1.6004 -0.6977
4 O -0.6604 0.2199 0.5008
5 C -0.4762 1.4743 0.4818
6 O -1.5128 2.1086 0.9634
7 H 0.9045 -1.1683 1.1018
8 H -1.2423 -1.6662 -0.3848
9 H -1.3657 3.0617 0.9238
10 H 0.1225 -2.6403 -0.5360
11 Er 1.7008 2.2176 -0.4982
12 O 1.6253 0.0791 -0.3374

Summary:
**Multiplicity**: 4
**HOMO (alpha / beta)**: -18.5718 / -18.5790 eV
**Total charge**: +2
**Kohn-Sham gap (alpha / beta)**: 7.23 / 7.00 eV
**E_LUMO (alpha / beta)**: -11.346 / -11.574 eV
**Relative energy (zero: lowest compared OMol25 entry of this formula, charge and spin)**: 209.0 kJ/mol

---

Here is the molecule C3H7NO2 at a distorted geometry from the Open Molecules 2025 dataset. Energies are from ωB97M-V/def2-TZVPD.

CARTESIAN COORDINATES (ANGSTROEM)
1 C 2.0742 0.1531 -0.1413
2 N 0.6601 0.2672 -0.4341
3 C -0.2270 0.0328 0.5393
4 O 0.0803 -0.1394 1.7216
5 C -1.6827 -0.2197 0.3141
6 O -2.0505 -0.6322 -1.0023
7 H 2.5376 1.1351 -0.0105
8 H 2.1731 -0.4024 0.7956
9 H 2.5807 -0.3881 -0.9436
10 H 0.3296 0.3645 -1.3803
11 H -2.2978 0.6199 0.6398
12 H -1.5480 -0.8317 1.2989
13 H -2.6297 0.0409 -1.3973

Summary:
**HOMO**: -9.8283 eV
**SMILES**: CNC(=O)CO
**Total charge**: 0
**Kohn-Sham gap**: 10.44 eV
**E_LUMO**: 0.614 eV
**Relative energy (zero: lowest compared OMol25 entry of this formula, charge and spin)**: 183.6 kJ/mol

---

Here is the molecule C3H3ClFNOS at a distorted geometry from the Open Molecules 2025 dataset. Energies are from ωB97M-V/def2-TZVPD.

CARTESIAN COORDINATES (ANGSTROEM)
1 O 0.4956 -2.1495 -0.7349
2 N -0.0354 -0.8250 -0.1754
3 C -0.1113 -0.2030 1.1968
4 C 0.0164 1.1108 0.3949
5 F -0.9700 1.9608 0.5993
6 Cl 1.5819 1.9274 0.6412
7 C -0.1702 0.3071 -0.9241
8 S -0.3843 0.6156 -2.5504
9 H -0.0455 -1.7219 -1.6865
10 H -1.1038 -0.4603 1.5900
11 H 0.7267 -0.5622 1.6492

Summary:
**HOMO**: -9.2600 eV
**SMILES**: ON1C[C@@](F)(Cl)C1=S
**Total charge**: 0
**Kohn-Sham gap**: 8.94 eV
**E_LUMO**: -0.316 eV
**Relative energy (zero: lowest compared OMol25 entry of this formula, charge and spin)**: 406.4 kJ/mol